Here is a molecular structure, CH4IPS from the OMol25 dataset. Energies are from wB97M-V/def2-TZVPD.

CARTESIAN COORDINATES (ANGSTROEM)
C (-1.148, 0.840, -0.016)
P (0.753, -1.437, -0.501)
S (-0.541, -0.640, 0.860)
I (3.312, 0.340, 0.051)
H (-0.293, 1.308, -0.587)
H (-1.495, 1.607, 0.722)
H (-1.781, 0.431, -0.844)
H (1.193, -2.450, 0.317)

Cartesian forces (eV/Å) of the 2 atoms listed first:
C 1.172 0.098 -1.564
P 1.129 2.089 -0.492

Summary:
energy above the lowest of the compared OMol25 structures with the same formula, charge and spin = 33.0 kcal/mol



Here is 2 unconnected molecules or ions with the total composition C4H9NO4 from the OMol25 dataset. Energies are from wB97M-V/def2-TZVPD.

CARTESIAN COORDINATES (ANGSTROEM)
O (0.945, 5.627, -6.131)
H (0.964, 5.264, -5.217)
H (0.369, 6.423, -6.070)
O (0.292, 1.985, -1.562)
O (0.665, -4.386, 1.922)
O (0.548, 0.384, 0.057)
C (-0.197, 1.292, -0.662)
C (-0.056, -3.652, 2.615)
N (-0.487, -2.445, 2.224)
C (-0.075, -0.216, 1.175)
C (0.103, -1.753, 1.080)
H (-1.244, 1.373, -0.309)
H (-0.496, -3.858, 3.621)
H (-1.196, -2.055, 2.850)
H (-1.162, -0.029, 1.079)
H (0.266, 0.255, 2.118)
H (1.183, -1.972, 0.978)
H (-0.421, -2.236, 0.233)

Cartesian forces (eV/Å) of the 2 atoms listed first:
O -0.578 0.469 0.990
H -0.044 0.399 -0.963

Summary:
energy above the lowest of the compared OMol25 structures with the same formula, charge and spin = 43.3 kcal/mol
structure (SMILES) = O=CNCCOC=O.O



Here is C5H8O in the gas phase from the OMol25 dataset. Energies are from wB97M-V/def2-TZVPD.

CARTESIAN COORDINATES (ANGSTROEM)
C (-0.689, 0.841, -1.340)
C (-0.716, 0.489, 0.094)
C (-0.461, -0.957, 0.562)
C (1.059, -0.991, 0.715)
O (1.570, 0.170, -0.125)
C (0.562, 1.137, -0.215)
H (-0.281, 0.197, -2.107)
H (-1.600, 1.368, -1.701)
H (-1.395, 1.119, 0.658)
H (-0.808, -1.673, -0.193)
H (-1.032, -1.103, 1.483)
H (1.555, -1.887, 0.317)
H (1.368, -0.858, 1.765)
H (0.868, 2.147, 0.087)

Cartesian forces (eV/Å) of the 2 atoms listed first:
C 0.922 0.276 0.091
C -0.424 -0.608 0.687

Summary:
energy above the lowest of the compared OMol25 structures with the same formula, charge and spin = 56.7 kcal/mol
structure (SMILES) = C1C[C@@H]2C[C@@H]2O1



Here is 7 unconnected molecules or ions with the total composition C42H80N2O4 from the OMol25 dataset. Energies are from wB97M-V/def2-TZVPD.

CARTESIAN COORDINATES (ANGSTROEM)
C (0.772, -7.539, 0.160)
C (1.634, -8.419, -0.511)
C (2.872, -7.850, -0.960)
C (3.194, -6.492, -0.615)
C (2.242, -5.664, -0.030)
C (1.024, -6.146, 0.335)
N (4.474, -5.981, -1.069)
O (5.384, -6.793, -1.341)
O (4.535, -4.753, -1.240)
H (-0.132, -7.911, 0.618)
H (1.443, -9.481, -0.542)
H (3.612, -8.454, -1.464)
H (2.369, -4.617, 0.203)
H (0.340, -5.514, 0.882)
C (-2.690, -7.791, -5.597)
C (-1.882, -8.906, -5.470)
C (-0.479, -8.784, -5.375)
C (0.050, -7.520, -5.314)
C (-0.778, -6.347, -5.393)
C (-2.179, -6.532, -5.479)
N (1.528, -7.319, -5.277)
O (2.286, -8.301, -5.414)
O (2.051, -6.235, -5.193)
H (-3.764, -7.861, -5.503)
H (-2.422, -9.840, -5.424)
H (0.086, -9.704, -5.399)
H (-0.267, -5.396, -5.425)
H (-2.799, -5.648, -5.460)
C (0.697, 2.885, 2.661)
C (-0.823, 2.618, 2.623)
C (-1.644, 3.762, 1.876)
C (-3.116, 3.453, 1.825)
C (-3.769, 4.383, 0.796)
C (-3.460, 4.081, -0.722)
H (0.902, 3.823, 3.177)
H (0.970, 2.969, 1.609)
H (1.232, 2.063, 3.137)
H (-1.154, 1.665, 2.210)
H (-1.202, 2.571, 3.644)
H (-1.339, 3.770, 0.829)
H (-1.372, 4.776, 2.168)
H (-3.238, 2.387, 1.632)
H (-3.523, 3.473, 2.835)
H (-4.857, 4.323, 0.831)
H (-3.529, 5.414, 1.055)
H (-3.686, 3.042, -0.959)
H (-4.051, 4.732, -1.367)
H (-2.400, 4.248, -0.911)
C (4.316, 5.081, -1.706)
C (3.834, 6.534, -1.537)
C (2.398, 6.645, -1.051)
C (1.737, 8.077, -1.194)
C (1.978, 8.843, -2.519)
C (1.071, 10.137, -2.609)
H (3.863, 4.551, -2.544)
H (4.025, 4.550, -0.800)
H (5.397, 4.998, -1.814)
H (4.394, 7.301, -1.000)
H (3.750, 6.907, -2.558)
H (2.335, 6.315, -0.014)
H (1.779, 5.962, -1.634)
H (0.668, 8.064, -0.981)
H (2.200, 8.703, -0.431)
H (3.004, 9.202, -2.433)
H (1.874, 8.199, -3.392)
H (0.149, 10.054, -2.033)
H (1.604, 11.035, -2.297)
H (0.743, 10.423, -3.608)
C (-2.909, -1.189, -2.304)
C (-1.376, -1.362, -1.974)
C (-0.571, -0.074, -2.263)
C (0.949, -0.131, -2.067)
C (1.734, -1.209, -2.839)
C (1.566, -1.005, -4.408)
H (-3.436, -0.552, -1.594)
H (-3.290, -2.202, -2.438)
H (-2.988, -0.656, -3.251)
H (-1.315, -1.534, -0.900)
H (-1.065, -2.185, -2.617)
H (-1.005, 0.739, -1.681)
H (-0.705, 0.201, -3.309)
H (1.399, 0.771, -2.482)
H (1.214, -0.149, -1.010)
H (2.766, -1.409, -2.550)
H (1.305, -2.192, -2.648)
H (2.138, -1.649, -5.075)
H (0.521, -1.188, -4.657)
H (1.857, 0.013, -4.664)
C (6.870, 0.919, 6.724)
C (6.592, -0.559, 6.414)
C (5.740, -0.687, 5.116)
C (6.571, -0.141, 3.852)
C (5.827, -0.432, 2.501)
C (6.699, 0.072, 1.350)
H (7.713, 1.242, 6.113)
H (7.256, 1.014, 7.739)
H (5.997, 1.568, 6.646)
H (7.525, -1.112, 6.301)
H (6.167, -1.069, 7.279)
H (4.928, 0.040, 5.131)
H (5.281, -1.674, 5.066)
H (6.793, 0.916, 3.999)
H (7.525, -0.667, 3.847)
H (5.662, -1.504, 2.394)
H (4.876, 0.098, 2.554)
H (6.123, 0.157, 0.429)
H (6.994, 1.108, 1.516)
H (7.632, -0.469, 1.187)
C (-6.600, 0.474, 5.697)
C (-7.634, -0.158, 4.683)
C (-7.827, 0.571, 3.329)
C (-8.823, -0.079, 2.326)
C (-8.185, -0.240, 0.959)
C (-9.009, -1.101, 0.094)
H (-6.987, 1.228, 6.381)
H (-5.878, 1.064, 5.132)
H (-6.202, -0.235, 6.422)
H (-7.319, -1.181, 4.476)
H (-8.612, -0.378, 5.113)
H (-6.869, 0.678, 2.819)
H (-8.072, 1.618, 3.509)
H (-9.277, -0.984, 2.729)
H (-9.665, 0.609, 2.255)
H (-8.031, 0.749, 0.528)
H (-7.249, -0.769, 1.140)
H (-8.953, -2.157, 0.359)
H (-10.045, -0.769, 0.033)
H (-8.589, -1.023, -0.909)

Cartesian forces (eV/Å) of the 2 atoms listed first:
C -0.245 0.515 0.093
C 1.306 2.338 0.423

Summary:
energy above the lowest of the compared OMol25 structures with the same formula, charge and spin = 0.0 kcal/mol
structure (SMILES) = O=[N+]([O-])c1ccccc1.O=[N+]([O-])c1ccccc1.CCCCCC.CCCCCC.CCCCCC.CCCCCC.CCCCCC



Here is C5H8O in the gas phase from the OMol25 dataset. Energies are from wB97M-V/def2-TZVPD.

CARTESIAN COORDINATES (ANGSTROEM)
C (0.743, -0.789, -0.020)
C (-0.041, 0.488, -0.028)
C (0.523, 1.672, 0.046)
C (-1.548, 0.366, -0.019)
C (-2.195, -0.799, 0.016)
H (2.619, -1.410, 0.218)
H (0.409, -1.335, 0.904)
H (0.431, -1.515, -0.815)
H (1.565, 1.810, 0.063)
H (-0.041, 2.574, 0.034)
H (-2.153, 1.297, -0.195)
H (-1.714, -1.750, 0.081)
H (-3.291, -0.857, 0.084)
O (2.161, -0.555, -0.042)

Cartesian forces (eV/Å) of the 2 atoms listed first:
C -0.148 -1.260 0.599
C -1.435 -0.655 -0.118

Summary:
energy above the lowest of the compared OMol25 structures with the same formula, charge and spin = 41.4 kcal/mol
structure (SMILES) = C=CC(=C)CO



Here is a molecular structure, C2H12BBeF6NO8S2 from the OMol25 dataset. Energies are from wB97M-V/def2-TZVPD.

CARTESIAN COORDINATES (ANGSTROEM)
Be (0.410, -0.107, 0.915)
C (-0.565, 2.135, -2.790)
F (-0.270, 2.565, -4.012)
F (0.059, 2.929, -1.903)
F (-1.878, 2.208, -2.657)
S (0.201, 0.409, -2.541)
O (0.029, -0.175, -3.833)
O (1.551, 0.703, -2.155)
N (-0.543, -0.221, -1.136)
S (-1.809, -1.026, -1.736)
O (-2.547, -0.370, -2.774)
O (-1.565, -2.412, -2.025)
C (-3.019, -0.978, -0.325)
F (-4.129, -1.617, -0.662)
F (-2.454, -1.529, 0.752)
F (-3.318, 0.293, -0.028)
B (0.236, -2.514, 1.568)
H (0.930, -1.710, 2.140)
H (0.801, -3.514, 1.377)
H (-0.619, -2.769, 2.323)
H (-0.205, -2.012, 0.587)
O (1.994, 0.543, 3.028)
H (2.242, 1.334, 3.515)
H (2.811, 0.044, 2.937)
O (1.761, 2.109, 0.422)
H (1.341, 2.974, 0.411)
H (2.650, 2.259, 0.088)
O (2.875, -0.963, 0.217)
H (3.603, -1.158, 0.814)
H (3.238, -1.088, -0.667)
O (-1.107, 1.048, 2.407)
H (-1.357, 0.633, 3.240)
H (-1.348, 1.974, 2.503)

Cartesian forces (eV/Å) of the 2 atoms listed first:
Be -0.195 -2.498 -0.478
C 0.180 -0.505 -0.084

Summary:
energy above the lowest of the compared OMol25 structures with the same formula, charge and spin = 0.0 kcal/mol



> What is the energy above the lowest of the compared OMol25 structures with the same formula, charge and spin in the fourth record?

0.0 kcal/mol



> The highest energy above the lowest of the compared OMol25 structures with the same formula, charge and spin belongs to which entry?

number 3



> Look up the energy above the lowest of the compared OMol25 structures with the same formula, charge and spin of the first one.

33.0 kcal/mol



What did the fifth record say?
Here is C5H8O in the gas phase from the OMol25 dataset. Energies are from wB97M-V/def2-TZVPD.

CARTESIAN COORDINATES (ANGSTROEM)
C (0.743, -0.789, -0.020)
C (-0.041, 0.488, -0.028)
C (0.523, 1.672, 0.046)
C (-1.548, 0.366, -0.019)
C (-2.195, -0.799, 0.016)
H (2.619, -1.410, 0.218)
H (0.409, -1.335, 0.904)
H (0.431, -1.515, -0.815)
H (1.565, 1.810, 0.063)
H (-0.041, 2.574, 0.034)
H (-2.153, 1.297, -0.195)
H (-1.714, -1.750, 0.081)
H (-3.291, -0.857, 0.084)
O (2.161, -0.555, -0.042)

Cartesian forces (eV/Å) of the 2 atoms listed first:
C -0.148 -1.260 0.599
C -1.435 -0.655 -0.118

Summary:
energy above the lowest of the compared OMol25 structures with the same formula, charge and spin = 41.4 kcal/mol
structure (SMILES) = C=CC(=C)CO